20
Properties=species:S:1:pos:R:3:forces:R:3:mulliken_charge:R:1 method="wB97M-V/def2-TZVPD" homo_lumo_gap_ha=0.3567 homo_ha=-0.3261 e_lumo_ha=0.0306 de_lowest_kcal_mol=163.45
C -1.8821 0.1342 1.3600 -1.557 1.032 -1.842 -1.075
C -1.0052 -0.6070 0.2158 -1.926 2.262 -0.670 0.588
C -1.8516 -0.5913 -1.1106 0.956 -1.123 1.035 -0.851
C -0.4859 -0.0315 -1.1145 0.184 -1.107 0.278 -0.297
C 0.3113 1.1744 -0.9303 2.289 2.776 -0.654 -0.358
C 1.4443 0.6118 -0.0732 3.010 -0.387 -0.111 0.372
H -2.3818 -0.7718 2.0029 1.669 2.560 -0.907 0.342
H -2.9404 0.6332 0.8022 3.286 -1.267 1.830 0.227
H -1.2554 1.0548 1.8104 -1.744 -2.572 -0.189 0.274
H -2.7937 -0.0770 -0.9530 0.390 -0.004 -0.422 0.268
H -1.8485 -1.5297 -1.5862 -0.679 -0.830 -1.060 0.274
H 0.2093 -0.8594 -1.3845 -0.673 0.629 -0.424 0.259
H -0.3340 1.9432 -0.4390 0.923 -0.135 -0.342 0.208
H 1.1226 1.6370 -1.7699 -3.509 -0.904 1.188 0.205
H 2.7035 1.4682 -1.3162 0.098 -2.163 1.732 0.270
H 1.9203 -0.5046 1.6833 -2.793 0.869 -1.807 0.361
H -0.3730 -1.6415 1.5917 1.675 -0.240 0.095 0.426
N 2.7167 0.6786 -0.5450 -4.034 1.351 1.475 -0.737
N 0.9876 -0.1165 1.1759 3.628 -1.155 -1.120 -0.287
N 0.1223 -1.3472 0.7228 -1.194 0.406 1.916 -0.468